DFT (ωB97M-V with the def2-TZVPD basis set) results for a structure of composition C21H12Br2ClN4O4Tl in a non-equilibrium geometry.

Positions of all 45 atoms, in Å:
C -0.1265 -2.0681 -1.0522
O 0.5680 4.8639 -0.4341
N 2.4922 0.8334 0.2433
H -3.6639 -2.9726 0.0209
C -0.4510 -3.3978 -0.9404
Cl 5.0647 1.3190 0.6644
C 2.6118 -3.2821 0.9830
C 3.7000 4.3317 0.0978
C 3.4187 -1.3726 -0.2442
H -5.5419 2.7513 0.2381
N 1.3033 1.4320 0.0321
C 2.9398 3.0087 0.1020
C 2.5422 -0.5777 0.4804
C 1.7368 -2.4704 1.6941
H 1.1050 -2.8957 2.4626
C 1.5840 2.7583 -0.0894
C -4.6161 -0.4893 -0.1344
H 4.0601 -0.9427 -1.0018
C -3.5532 2.0222 -0.0565
N -2.7405 0.9721 -0.2237
H -3.0800 2.9950 -0.0316
C -2.2974 -1.3980 -0.4621
C 3.4468 -2.7362 0.0161
C -4.9177 1.8808 0.0957
Br -2.2439 -5.5155 -0.3702
N -1.0202 -1.0949 -0.8092
C -2.6681 -2.7152 -0.3045
C -5.4606 0.6085 0.0465
C 1.6944 -1.1069 1.4457
H 4.1302 -3.3690 -0.5334
H 0.2892 -4.1581 -1.1408
C 0.4337 3.6587 -0.3993
O 4.8927 4.2588 0.2473
C -1.7427 -3.7287 -0.5559
Tl -0.6699 1.0326 -1.1709
H 1.9884 5.2743 -0.1914
C 3.4889 1.7389 0.3080
H -5.0374 -1.4812 -0.1843
Br -7.3035 0.3506 0.2066
H 2.6552 -4.3426 1.1930
O -0.7053 3.0792 -0.6236
H 1.0473 -0.4554 2.0193
O 3.0330 5.4359 -0.0596
H 0.8761 -1.7614 -1.3224
C -3.2624 -0.2737 -0.2609

Cartesian forces, eV/Å:
C 0.2 0.0 0.0
O -0.5 -0.3 0.1
N 0.0 -0.3 -0.1
H 0.0 0.0 0.0
C 0.0 0.0 0.0
Cl 0.1 -0.1 0.0
C 0.0 0.0 0.0
C 0.9 -0.8 0.2
C -0.1 0.0 -0.1
H 0.0 0.0 0.0
N 0.2 0.6 -0.6
C -0.7 0.6 -0.2
C 0.0 -0.1 0.1
C 0.0 0.0 0.0
H 0.0 0.0 0.0
C -0.1 -0.6 0.1
C 0.0 0.0 0.1
H 0.0 0.0 0.0
C 0.1 0.2 0.1
N -0.3 -0.6 -0.4
H 0.0 0.0 -0.1
C 0.1 0.1 -0.1
C 0.0 0.0 0.0
C 0.0 0.1 0.0
Br 0.1 0.3 0.0
N -0.5 -0.1 -0.6
C 0.1 0.0 0.1
C -0.3 -0.1 0.0
C 0.1 0.0 0.0
H 0.0 0.0 0.0
H 0.0 0.0 0.0
C 1.1 0.7 0.0
O -0.3 0.2 -0.1
C -0.2 -0.3 0.1
Tl 0.5 0.4 2.1
H 2.2 0.5 0.3
C -0.1 0.2 0.1
H 0.0 0.0 0.0
Br 0.3 0.0 0.0
H 0.0 0.0 0.0
O -0.9 -0.6 -0.9
H 0.0 0.0 0.0
O -2.1 -0.2 -0.3
H 0.0 0.0 0.0
C 0.1 0.2 0.0

Its charge is +2. The calculation puts the energy above the lowest of the compared OMol25 structures with the same formula, charge and spin at 0.825 eV. The spin multiplicity is 1.

DFT (ωB97M-V with the def2-TZVPD basis set) results for a structure of composition C43H43ClN2O2P2SZr.

Positions of all 95 atoms, in Å:
C 2.7373 0.4728 -4.9443
H -4.5675 2.7076 1.3004
H -2.4542 6.3994 1.3747
C 1.6118 -3.9900 0.1218
C 3.4139 -2.1683 2.4331
C -0.3598 -2.2026 -3.8563
C -0.9389 3.5437 0.3119
H 5.1500 -4.7154 3.8354
H 1.1994 2.6578 -2.8402
N 0.8751 2.2559 1.2226
C -0.0343 3.3650 1.3832
H 1.7163 -1.9738 4.6781
Cl -1.3230 -1.6864 -0.5482
C -0.1122 -0.8377 -3.8984
C 3.7011 -3.4528 2.8911
H -1.5884 -3.7842 -4.6179
H -3.3984 -0.9009 2.8887
H -2.4748 0.1367 -6.0999
C 5.5865 -1.4244 3.1588
C -1.7951 5.5410 1.3830
O 0.4618 0.6467 -1.7932
S 1.1726 -0.2326 -2.8429
C 1.0480 -5.1745 -0.3201
C -1.7070 2.7413 -1.7023
H 2.4841 -3.5878 -0.3819
C -1.7961 4.6535 0.2779
C -2.6131 4.7926 -0.8674
C -3.9287 -1.0295 1.9443
P 1.7987 -1.7787 1.7479
C -4.6772 1.7712 1.8489
C -0.9597 0.5194 3.4678
H 2.8451 -0.5930 -5.1076
H -0.6291 1.0758 -4.7436
H 0.6243 4.0906 3.2714
C 2.4493 3.2103 -4.5121
C 4.3628 -1.1551 2.5707
H 2.4894 0.1681 0.6544
H -0.4604 -3.3470 2.7343
C -4.5511 0.2242 -0.5989
H -5.7354 1.5194 1.9229
H -3.2762 5.6451 -0.9503
C 3.3657 1.3783 -5.7819
H -3.1462 3.9482 -2.7591
H 4.1511 -0.1528 2.2167
C 1.7745 -0.6298 0.4217
C 5.8678 -2.7065 3.6147
Zr -0.3454 0.3906 0.2169
O -2.3288 0.8963 0.8272
H 6.3226 -0.6387 3.2608
C -0.5921 -5.0543 1.4395
H 1.4743 -5.6931 -1.1685
H -2.9427 -2.2862 -6.0347
H 1.6023 2.5127 0.5554
H -5.5815 -0.1122 -0.4793
H 0.2641 -0.8338 6.3327
C -0.0347 -3.8630 1.8825
C -0.8614 0.0193 -4.7004
C 0.7844 -1.0025 2.9932
C -0.0556 -5.7047 0.3388
H -1.7089 1.2469 3.1707
C 0.1463 -0.6390 5.2754
C 1.0652 -3.3289 1.2217
C 1.8094 2.3142 -3.6649
H 6.8251 -2.9169 4.0723
C -1.3867 -2.7220 -4.6319
H 0.2380 -2.8468 -3.2240
H -4.2693 1.8962 2.8522
H -1.4274 0.7882 5.5448
H 3.7162 3.4463 -6.2223
H -3.9832 -0.5321 -1.1419
C -0.9670 5.3092 2.4428
C -0.1781 -0.1108 2.4861
P -3.7845 0.4770 0.9968
C 1.9593 0.9586 -3.9013
H -1.4445 -5.4754 1.9556
C -2.1472 -1.8775 -5.4258
C -2.5488 3.8570 -1.8630
H -0.9726 5.9821 3.2891
C -0.8045 0.2688 4.8265
C 3.2207 2.7442 -5.5658
H -0.4913 -6.6340 -0.0035
C -1.8874 -0.5098 -5.4620
H 2.3426 4.2740 -4.3474
C 0.9521 -1.2786 4.3495
H -4.5447 1.1605 -1.1585
N -0.9384 2.5807 -0.6490
C -0.0594 4.2217 2.4418
H -3.4660 -1.8449 1.3879
H -4.9761 -1.2617 2.1397
C 4.9280 -3.7176 3.4821
H 1.3261 2.0077 2.0971
H 2.1270 -1.1291 -0.4831
H 3.9719 1.0190 -6.6019
H -1.6800 1.9486 -2.4431
H 2.9730 -4.2469 2.7832

Cartesian forces, eV/Å:
C 0.0 0.0 0.0
H 0.0 0.0 0.0
H 0.0 0.0 0.0
C 0.0 0.0 0.0
C 0.0 0.0 0.0
C 0.0 0.0 0.0
C 0.1 -0.1 0.0
H 0.0 0.0 0.0
H 0.0 0.0 0.0
N -0.1 0.1 -0.1
C 0.1 0.1 0.0
H 0.0 0.0 0.0
Cl 0.0 0.0 -0.1
C 0.0 0.0 0.0
C 0.0 0.0 0.0
H 0.0 0.0 0.0
H 0.0 0.0 0.0
H 0.0 0.0 0.0
C 0.0 0.0 0.0
C 0.0 0.0 0.0
O 0.1 0.0 -0.1
S -0.1 -0.1 0.0
C 0.0 0.0 0.0
C 0.0 0.0 0.0
H 0.0 0.0 0.0
C 0.0 0.0 0.0
C 0.0 0.0 0.0
C 0.0 0.0 0.0
P -0.1 -0.1 0.1
C 0.0 0.0 0.0
C 0.0 0.0 0.0
H 0.0 0.0 0.0
H 0.0 0.0 0.0
H 0.0 0.0 0.0
C 0.0 0.0 0.0
C 0.0 0.0 0.0
H 0.0 0.0 0.0
H 0.0 0.0 0.0
C 0.0 0.0 0.0
H 0.0 0.0 0.0
H 0.0 0.0 0.0
C 0.0 0.0 0.0
H 0.0 0.0 0.0
H 0.0 0.0 0.0
C 0.1 0.0 0.0
C 0.0 0.0 0.0
Zr -0.1 0.2 -0.1
O 0.1 0.1 0.0
H 0.0 0.0 0.0
C 0.0 0.0 0.0
H 0.0 0.0 0.0
H 0.0 0.0 0.0
H 0.0 0.0 0.0
H 0.0 0.0 0.0
H 0.0 0.0 0.0
C 0.0 0.0 0.0
C 0.0 0.0 0.0
C 0.0 0.0 0.0
C 0.0 0.0 0.0
H 0.0 0.0 0.0
C 0.0 0.0 0.0
C 0.0 0.0 0.0
C 0.0 0.0 0.0
H 0.0 0.0 0.0
C 0.0 0.0 0.0
H 0.0 0.0 0.0
H 0.0 0.0 0.0
H 0.0 0.0 0.0
H 0.0 0.0 0.0
H 0.0 0.0 0.0
C 0.0 0.0 0.0
C 0.1 -0.1 0.1
P -0.2 -0.2 0.1
C 0.0 0.0 0.0
H 0.0 0.0 0.0
C 0.0 0.0 0.0
C 0.0 0.0 0.0
H 0.0 0.0 0.0
C 0.0 0.0 0.0
C 0.0 0.0 0.0
H 0.0 0.0 0.0
C 0.0 0.0 0.0
H 0.0 0.0 0.0
C 0.0 0.0 0.0
H 0.0 0.0 0.0
N 0.0 0.1 -0.1
C 0.0 0.0 0.0
H 0.0 0.0 0.0
H 0.0 0.0 0.0
C 0.0 0.0 0.0
H -0.1 0.0 0.0
H 0.0 0.0 0.0
H 0.0 0.0 0.0
H 0.0 0.0 0.0
H 0.0 0.0 0.0

Its charge is +2. The calculation puts the energy above the lowest of the compared OMol25 structures with the same formula, charge and spin at 0.000 eV. The spin multiplicity is 1.

DFT (ωB97M-V with the def2-TZVPD basis set) results for a structure of composition C50H39N11OSiTi in a non-equilibrium geometry.

Positions of all 103 atoms, in Å:
C 0.0744 -1.5677 -2.3182
C 5.8135 -0.8631 -3.2376
C -3.9280 0.7459 -2.4082
C -2.3595 -1.1384 3.7878
C -0.2477 -3.9150 -4.3547
H 7.2860 0.6410 -3.6336
N 1.5423 -1.6765 0.3974
C -4.8121 1.4618 -3.2019
C 2.4943 3.9622 2.7335
C 2.7802 -0.5569 -1.0332
H 3.2364 4.1536 -2.1737
N 1.6503 2.7901 -0.0337
C 4.6580 -1.1870 -2.5478
C -0.4400 -4.4718 -1.3387
C -6.6379 0.4377 -1.9778
H 2.6325 -4.1197 0.1001
H 2.1040 -4.6737 1.7214
C -2.8636 -3.4337 1.5417
C 1.0454 2.4859 -1.1672
H 3.0592 4.4862 1.9791
H -2.5222 0.6456 2.4519
H 3.1930 5.1553 4.3623
Ti 0.0214 -0.3244 -0.5427
H -1.8082 -0.9436 6.0606
C 0.9280 2.2274 3.3753
C 2.5685 4.3220 4.0669
C 0.4189 2.6382 -3.3557
C 0.4843 2.9862 -4.6974
H 0.8292 -4.0487 -4.3762
C -2.4157 -3.5461 2.8568
C 1.5708 3.7275 -5.1196
C -0.9634 -2.4534 4.6748
N -1.2405 -1.6919 1.0235
C 6.3648 0.4029 -3.1211
C 5.7380 1.3538 -2.3336
C -1.8515 0.0726 3.1059
H -4.0216 -4.3272 -0.0126
C -2.7726 -4.6263 3.6432
C 1.4351 -2.7258 1.1732
C 2.5569 4.1384 -4.2204
C 0.1489 1.2475 2.6560
C -2.7522 -3.0840 -2.9278
C 1.8484 3.6364 5.0469
H -2.4257 -4.6861 4.6624
N -0.6315 0.3522 3.2763
C 1.0164 2.5829 4.7143
H 0.6288 -4.4851 -1.1481
C -3.6714 -4.4267 1.0029
N -1.7153 1.4949 -2.9978
C -4.0010 -5.5222 1.7822
C -3.5622 -5.6215 3.0940
H 1.6619 3.9888 -6.1646
H 1.9391 3.9438 6.0786
N -0.6360 -2.2031 2.1787
H 0.4533 2.0555 5.4691
H -0.2365 -3.1185 5.0980
N -0.0887 1.7318 -1.3011
C 2.4886 3.8180 -2.8777
C 2.4513 -3.8279 1.1331
C -1.7007 -1.4408 5.1160
H -3.1305 -4.0249 -3.3199
C 1.4173 3.0474 -2.4478
H -3.8422 -6.4705 3.6992
Si -0.8560 -3.1730 -2.6851
H 3.3955 -3.4701 1.5433
H -0.1815 -0.8367 -3.1035
H -0.9421 -4.2582 -0.3997
N 2.7516 -1.5866 -0.2438
C -1.5462 -2.4147 3.2910
C -2.4384 -2.2271 0.7974
H -3.4440 -1.2401 3.7387
N -2.1043 -0.0800 -1.2136
H -3.2829 -2.8799 -2.0055
C -3.2296 -0.6733 -0.7667
H 4.0737 1.7816 -1.0433
C -5.7631 -0.3087 -1.2069
H -0.6967 -4.8861 -4.5408
H -0.5143 -3.2743 -5.1900
N 0.3802 1.2689 1.3468
H 4.2367 -2.1773 -2.6260
H -4.6069 -6.3124 1.3668
H -3.0211 -2.3054 -3.6372
C 1.6712 2.8993 2.3840
C 0.5452 -2.7110 2.2640
C 1.2853 2.3000 1.1223
H 1.1374 -1.8056 -2.4860
H -6.8771 1.8650 -3.5513
H 6.1599 2.3434 -2.2449
C 4.5684 1.0464 -1.6617
H 3.3895 4.7198 -4.5934
H -6.1119 -0.9931 -0.4492
H -4.4553 2.1367 -3.9641
C -0.5081 1.8473 -2.5843
C -4.4071 -0.1280 -1.4217
H 6.2834 -1.5998 -3.8709
N -3.3748 -1.7071 0.0385
C -2.4868 0.7577 -2.2491
O 1.7313 0.1610 -1.2159
C -6.1671 1.2992 -2.9656
C 4.0298 -0.2318 -1.7566
H -0.2827 2.6599 -5.3803
H -0.7279 -5.4727 -1.6451
H -7.7028 0.3687 -1.8096

Cartesian forces, eV/Å:
C -0.2 -0.2 0.3
C 0.0 0.0 0.0
C -0.7 -0.5 0.5
C -0.1 -0.2 0.1
C 0.0 0.4 0.7
H 0.0 0.0 -0.1
N -0.7 -0.1 0.1
C 0.2 0.0 0.0
C 0.0 0.0 -0.1
C 0.5 -1.4 0.6
H 0.1 0.0 0.0
N 0.0 0.0 0.8
C -0.1 0.0 0.1
C -0.2 0.6 -0.5
C -0.1 0.0 0.0
H 0.1 0.0 0.0
H 0.0 0.0 0.0
C 0.2 -0.3 0.4
C -0.1 0.7 -0.7
H 0.0 0.1 -0.1
H 0.2 0.0 0.0
H 0.0 0.0 0.0
Ti -1.4 0.0 -0.2
H 0.0 0.1 0.3
C 0.3 0.4 -0.5
C 0.1 0.0 -0.1
C 0.1 -0.3 0.7
C 0.1 0.1 -0.2
H 0.3 0.0 0.0
C -0.1 0.0 -0.3
C -0.5 -0.3 -0.2
C -0.1 0.1 -0.1
N 0.1 0.7 -1.2
C 0.0 -0.1 0.0
C 0.0 0.1 0.0
C 0.3 0.7 -0.1
H -0.1 0.0 -0.1
C 0.0 0.1 -0.1
C 1.1 0.5 -1.0
C 0.3 0.1 0.4
C 0.2 0.5 -1.0
C 0.7 0.2 0.3
C -0.1 -0.1 0.1
H 0.0 0.0 0.1
N -0.4 -0.7 0.7
C 0.0 0.0 0.0
H 0.2 0.0 0.0
C 0.1 0.2 0.0
N -1.4 -0.6 0.2
C -0.1 -0.1 -0.1
C 0.0 0.0 0.1
H 0.0 0.0 0.0
H 0.0 0.0 0.1
N 0.8 -0.8 -0.1
H -0.1 -0.1 0.1
H 0.2 -0.1 0.1
N 0.1 -0.4 0.2
C 0.2 0.3 -0.2
C -0.3 0.0 -0.2
C 0.0 -0.2 -0.2
H 0.1 -0.2 -0.1
C -0.6 -0.6 0.3
H 0.0 -0.1 0.0
Si -0.1 -0.8 -0.3
H 0.0 0.0 0.0
H 0.0 0.0 0.2
H -0.1 0.1 0.2
N 0.9 0.1 -0.5
C -0.5 -0.1 0.6
C 0.1 0.1 0.4
H 0.0 0.0 -0.1
N 0.5 -0.3 0.7
H -0.1 0.0 0.1
C 0.3 -0.3 0.1
H -0.1 0.1 0.0
C 0.2 -0.1 0.1
H -0.2 -0.2 0.1
H -0.1 0.2 -0.1
N -0.6 -0.7 0.4
H -0.1 -0.1 0.0
H -0.1 -0.1 -0.1
H 0.0 0.2 -0.2
C -0.2 -0.3 0.5
C -0.7 0.3 0.9
C 0.7 0.6 -0.6
H -0.2 -0.1 0.1
H 0.0 0.0 -0.1
H 0.0 0.1 0.0
C -0.1 -0.1 0.0
H 0.0 0.0 0.0
H 0.0 0.0 0.1
H 0.1 0.1 -0.1
C 0.9 0.4 -0.1
C 0.0 0.6 -0.7
H 0.1 -0.1 0.0
N -0.5 0.1 -0.3
C 0.7 0.9 -1.1
O 0.1 0.6 -0.1
C 0.0 0.1 -0.1
C 0.0 0.1 -0.1
H -0.1 0.0 -0.2
H -0.1 -0.2 -0.1
H -0.1 -0.1 0.0

The calculation puts the energy above the lowest of the compared OMol25 structures with the same formula, charge and spin at 5.908 eV. The spin multiplicity is 1.

The calculation returns the following E values, one per record and in order: -193406.2087 -95574.2669 -101913.9421 eV.